[1]
Entry from OMol25: 2 unconnected molecules or ions with the total composition C2HClN2O2 at a distorted geometry (the ωB97M-V functional and the def2-TZVPD basis).

Positions of all 8 atoms, in Å:
1 C 0.366 -1.803 0.924
2 C 0.228 0.892 0.194
3 N 0.211 -2.880 1.238
4 N -0.479 0.570 -0.913
5 O -1.679 0.422 -0.618
6 O -0.101 0.569 -2.075
7 Cl 1.910 1.129 0.223
8 H -0.455 1.102 1.027

Results
**ΔE to the lowest compared entry with this formula, charge and spin**: 198.06 kcal/mol
**2S+1**: 1
**E_HOMO (spin up / spin down)**: -10.742 / -10.745 eV
**Gap between HOMO and LUMO (spin up / spin down)**: 6.085 / 6.088 eV


[2]
Entry from OMol25: 2 unconnected molecules or ions with the total composition C4H12O at a distorted geometry (the ωB97M-V functional and the def2-TZVPD basis).

Positions of all 17 atoms, in Å:
1 C -1.070 -0.216 -1.202
2 C 0.296 -0.770 -0.802
3 C 0.886 0.349 0.014
4 C 1.828 1.339 -0.578
5 H -1.235 0.873 -1.265
6 H -1.762 -0.605 -0.445
7 H -1.460 -0.490 -2.183
8 H 0.983 -0.907 -1.643
9 H 0.271 -1.714 -0.250
10 H 1.455 -0.066 0.966
11 H 0.082 0.859 0.564
12 H 2.186 1.156 -1.608
13 H 2.760 1.364 0.005
14 H 1.350 2.320 -0.609
15 H -1.554 -0.887 2.703
16 H -2.618 -1.258 3.625
17 O -2.398 -1.347 2.708

Results
**ΔE to the lowest compared entry with this formula, charge and spin**: 17.58 kcal/mol
**2S+1**: 2
**E_HOMO (spin up / spin down)**: -14.715 / -14.713 eV
**Total charge**: +1
**Gap between HOMO and LUMO (spin up / spin down)**: 11.461 / 4.093 eV


[3]
Entry from OMol25: a single C3H4N2O2 molecule (the ωB97M-V functional and the def2-TZVPD basis).

Positions of all 11 atoms, in Å:
1 N 1.523 -1.051 0.210
2 C 0.312 -0.402 -0.067
3 C -0.396 -0.156 -1.174
4 O -1.430 0.717 -0.878
5 C -1.330 1.074 0.442
6 O -2.017 1.899 0.982
7 N -0.288 0.331 0.959
8 H 2.252 -0.344 0.270
9 H 1.782 -1.709 -0.514
10 H -0.276 -0.451 -2.205
11 H -0.206 0.124 1.942

Results
**ΔE to the lowest compared entry with this formula, charge and spin**: 29.99 kcal/mol
**2S+1**: 1
**E_HOMO**: -8.523 eV
**SMILES string**: Nc1coc(=O)[nH]1
**Gap between HOMO and LUMO**: 9.161 eV


[4]
Entry from OMol25: 3 unconnected molecules or ions with the total composition C10H24O8S at a distorted geometry (the ωB97M-V functional and the def2-TZVPD basis).

Positions of all 43 atoms, in Å:
1 C -2.103 6.198 -3.983
2 C -3.425 6.000 -4.444
3 O -4.273 5.203 -3.650
4 S -3.912 3.550 -3.830
5 O -3.823 3.322 -5.300
6 O -2.382 3.275 -3.131
7 O -1.572 2.472 -3.940
8 H -1.225 5.770 -4.509
9 H -1.993 6.755 -3.026
10 H -3.798 6.503 -5.362
11 H -0.876 3.063 -4.268
12 C 2.031 -0.334 0.411
13 O 0.813 -0.865 -0.093
14 C 0.050 0.103 -0.807
15 C 0.209 -0.058 -2.309
16 O 1.539 0.229 -2.728
17 C 2.308 -0.943 -2.952
18 H 2.669 -1.165 0.710
19 H 2.559 0.258 -0.339
20 H 1.828 0.285 1.290
21 H 0.321 1.116 -0.494
22 H -1.000 -0.060 -0.546
23 H -0.445 0.659 -2.811
24 H -0.089 -1.063 -2.627
25 H 2.015 -1.399 -3.904
26 H 2.188 -1.670 -2.146
27 H 3.357 -0.652 -3.011
28 C 0.719 -4.573 5.260
29 O -0.328 -3.621 5.171
30 C 0.110 -2.297 5.448
31 C 0.324 -1.502 4.170
32 O 1.399 -2.027 3.402
33 C 0.953 -2.832 2.316
34 H 0.378 -5.497 4.793
35 H 1.622 -4.236 4.747
36 H 0.950 -4.776 6.311
37 H 1.021 -2.309 6.054
38 H -0.678 -1.815 6.034
39 H 0.593 -0.475 4.436
40 H -0.595 -1.465 3.576
41 H 0.578 -2.190 1.516
42 H 0.173 -3.534 2.622
43 H 1.807 -3.399 1.941

Results
**2S+1**: 1
**E_HOMO**: -8.628 eV
**Gap between HOMO and LUMO**: 7.982 eV


[5]
Entry from OMol25: a single C20H19N3O3 molecule (the ωB97M-V functional and the def2-TZVPD basis).

Positions of all 45 atoms, in Å:
1 C -6.202 -1.956 1.046
2 C -6.114 -0.715 0.169
3 O -4.824 -0.112 0.244
4 C -3.865 -0.637 -0.537
5 O -4.059 -1.559 -1.293
6 C -2.562 0.047 -0.376
7 C -2.401 1.087 0.557
8 C -1.195 1.731 0.715
9 C -0.140 1.314 -0.085
10 C -0.289 0.264 -1.026
11 C -1.509 -0.377 -1.174
12 N 0.909 0.059 -1.661
13 C 1.730 0.934 -1.151
14 C 3.181 0.986 -1.494
15 O 3.946 0.452 -0.418
16 C 3.754 -0.890 -0.187
17 C 4.151 -1.857 -1.100
18 C 3.990 -3.199 -0.807
19 C 3.429 -3.596 0.398
20 C 3.022 -2.648 1.314
21 C 3.176 -1.292 1.026
22 C 2.715 -0.315 1.936
23 N 2.315 0.480 2.658
24 N 1.164 1.718 -0.184
25 C 1.782 2.782 0.566
26 C 1.494 4.142 -0.065
27 H -7.213 -2.353 1.015
28 H -5.513 -2.714 0.682
29 H -5.946 -1.710 2.074
30 H -6.324 -0.975 -0.873
31 H -6.808 0.057 0.508
32 H -3.249 1.376 1.156
33 H -1.077 2.525 1.437
34 H -1.648 -1.178 -1.881
35 H 3.538 2.010 -1.624
36 H 3.338 0.419 -2.418
37 H 4.596 -1.553 -2.035
38 H 4.307 -3.942 -1.524
39 H 3.306 -4.645 0.619
40 H 2.575 -2.939 2.253
41 H 2.857 2.595 0.611
42 H 1.394 2.743 1.587
43 H 1.958 4.927 0.525
44 H 1.889 4.187 -1.078
45 H 0.423 4.322 -0.107

Results
**ΔE to the lowest compared entry with this formula, charge and spin**: 41.00 kcal/mol
**2S+1**: 1
**E_HOMO**: -8.679 eV
**SMILES string**: CCOC(=O)c1ccc2c(c1)nc(COc1ccccc1C#N)n2CC
**Gap between HOMO and LUMO**: 9.051 eV


[6]
Entry from OMol25: a molecular structure, C6H8O5SZn at a distorted geometry (the ωB97M-V functional and the def2-TZVPD basis).

Positions of all 21 atoms, in Å:
1 Zn 0.136 -0.570 -1.242
2 C 0.146 1.328 -1.848
3 O 0.151 2.429 -2.211
4 C 0.132 -1.091 -3.157
5 O 0.132 -1.379 -4.273
6 C -1.822 -0.512 -1.244
7 O -2.969 -0.467 -1.276
8 C 2.086 -0.530 -1.229
9 O 3.242 -0.497 -1.276
10 H 0.130 -2.082 -0.359
11 H 0.127 -2.333 -1.118
12 C -0.487 -0.339 2.871
13 S 0.082 -0.100 1.173
14 C -0.199 1.743 1.095
15 O 1.481 -0.647 1.314
16 H -1.438 0.034 2.959
17 H 0.271 0.196 3.459
18 H -0.394 -1.388 3.050
19 H -0.282 2.068 2.120
20 H 0.628 2.205 0.611
21 H -1.151 1.931 0.581

Results
**2S+1**: 1
**E_HOMO**: -17.710 eV
**Total charge**: +2
**Gap between HOMO and LUMO**: 8.303 eV


What is the 2S+1 in the first record? 1


2S+1 of number 4 (C10H24O8S)? 1